1.
Below is a structure of composition C24H33AsBr2Cl36NO6P2S at a distorted geometry, with properties calculated with ωB97M-V/def2-TZVPD.

Values from the calculation:
Frontier orbital gap (eV): 6.31
Total energy (a.u.): -26472.11847
E_LUMO (Eh): 0.04969
Net charge: -1
2S+1: 1

The geometry in XYZ format:
```
106
Properties=species:S:1:pos:R:3:forces:R:3:mulliken_charge:R:1
Br -5.850914 -3.296868 3.815938 0.0 -0.2 -0.7 -0.23
Br -6.389030 1.847510 0.173923 0.2 -0.4 -0.2 -0.31
As -3.678047 -0.813685 0.124260 -0.5 -1.2 -0.2 0.93
Cl -7.907869 3.743592 -4.254501 0.0 0.0 0.0 -0.14
Cl 0.189342 -4.282777 -0.447004 -0.1 -0.1 0.1 0.01
Cl 5.135181 1.804616 -0.473223 0.1 0.1 0.0 -0.02
Cl -2.577140 -6.959861 -5.637323 0.0 0.0 0.0 -0.16
Cl -1.914742 -6.434498 -10.550177 0.0 0.0 0.1 -0.13
Cl -0.259129 -7.145806 -0.203324 0.0 0.0 0.0 -0.15
Cl -8.856990 -0.333210 6.619966 0.0 0.0 0.1 -0.14
Cl 4.112488 2.847908 2.851225 0.1 -0.1 0.2 0.14
Cl 8.486546 6.603052 1.031797 0.0 -0.1 0.1 -0.13
Cl -1.498520 -1.157940 4.755533 0.0 -0.1 0.1 -0.05
Cl 7.723053 0.064147 -3.124288 0.2 0.0 -0.7 -0.06
Cl -6.031770 0.330147 6.633916 -0.1 -0.1 0.0 -0.05
Cl -8.296711 1.022627 -3.316236 0.0 0.0 0.0 -0.15
Cl 2.232744 6.243372 0.469989 0.0 0.0 0.0 -0.15
Cl -0.277345 -5.454859 2.165424 0.1 -0.1 -0.1 -0.06
Cl -2.325047 -5.100744 -3.422575 0.1 -0.3 0.0 -0.07
Cl 6.057622 -2.067370 -4.177351 0.1 0.0 0.0 -0.11
Cl 0.292540 -6.529495 -8.664464 -0.1 0.0 0.0 -0.12
Cl 0.984067 -2.490274 4.075551 0.1 0.0 0.1 -0.12
Cl 0.306501 5.901526 2.619131 0.1 0.0 0.0 -0.15
Cl 11.190575 9.595392 3.107402 0.0 0.0 0.0 -0.12
Cl 8.391710 -1.182644 -5.665935 0.0 -0.1 0.0 -0.14
Cl 3.093054 6.401292 3.238014 0.1 -0.1 0.0 -0.16
Cl 7.003963 -0.397444 -0.209322 -0.1 0.0 0.8 -0.11
Cl -6.866121 -2.434061 6.876276 -0.1 0.0 0.2 -0.12
Cl -1.287777 -4.047447 4.990498 0.0 0.0 0.2 -0.13
Cl -1.276441 -8.918899 -9.184848 0.0 0.0 0.0 -0.13
Cl 7.687220 6.450619 -1.760390 0.0 -0.1 0.0 -0.15
Cl 13.137475 8.404959 1.310185 -0.1 0.0 0.0 -0.13
Cl 11.819048 6.766289 3.314846 -0.1 0.0 -0.1 -0.12
Cl 5.966715 1.494036 4.623598 0.0 0.0 0.0 -0.12
Cl 6.867771 3.759427 3.042357 0.0 0.0 0.0 -0.06
Cl -7.902654 1.539664 -6.149270 0.0 0.0 0.0 -0.16
Cl 5.709800 6.113491 0.338071 0.1 0.0 0.0 0.00
Cl 7.994601 2.296672 -0.685893 0.1 0.0 0.0 -0.16
Cl -1.635210 -4.246786 -6.109136 0.0 -0.1 0.0 -0.12
S -4.062999 1.113155 3.783556 -0.2 -0.4 -0.5 -0.48
P -2.474334 -1.194539 -1.888378 1.2 -1.2 -2.2 1.03
P -4.479027 1.198189 -0.865392 0.2 1.5 -1.1 0.31
O 1.405983 1.763494 2.085974 -0.2 0.8 -0.4 -0.60
O 1.235116 2.759230 0.042839 -0.3 -0.7 0.4 -0.25
O -2.069846 0.161054 -2.728354 -0.5 -0.5 0.3 -0.43
O -5.038485 0.784469 -2.399069 -0.4 0.2 1.5 -0.31
O -3.401587 -2.081573 -2.941272 0.6 0.7 0.6 -0.45
O -1.217455 -2.007104 -1.711348 -0.3 0.4 0.3 -0.57
N -4.834169 -0.611933 1.703445 0.1 0.8 1.2 -0.55
C 7.384812 5.844247 -0.129224 -0.2 0.1 -0.1 0.74
C 5.502081 3.044267 3.915423 -0.1 0.0 -0.1 -0.26
C -1.657325 -5.599201 -4.974580 0.0 0.2 0.0 0.03
C -0.432347 -2.507797 5.136157 -0.1 0.2 -0.2 -0.14
C 7.700943 -1.432765 -4.057387 -0.1 0.1 0.0 0.00
C -3.077605 -2.665846 0.678362 -0.1 -0.1 0.7 -0.63
C -5.312953 -1.716510 -0.789451 -0.8 -0.1 -0.1 -0.75
C 0.428928 -5.707393 0.566069 0.0 0.3 -0.1 -0.15
C -1.310086 -7.157103 -9.056028 0.0 0.0 -0.1 0.38
C 1.767623 0.344194 0.224171 0.3 0.6 -0.4 -0.79
C -7.489671 2.045616 -4.505520 0.0 0.0 0.0 0.40
C -1.191613 2.197128 -0.326562 0.4 -0.8 0.6 -0.35
C -1.891663 1.599728 0.945286 1.0 0.2 0.4 -0.65
C -0.120300 3.256996 0.053092 -1.5 1.0 -1.0 -0.67
C 11.645483 8.139589 2.217568 0.1 0.0 0.1 0.37
C 1.435233 1.692981 0.882752 0.2 -1.4 0.3 0.96
C -4.982426 -3.753913 2.085253 0.8 0.5 0.5 -0.59
C 1.973051 5.631236 2.104945 -0.1 0.1 0.0 0.99
C -7.264590 -0.757991 7.261312 0.1 0.1 -0.1 -0.05
C -2.059751 0.051014 0.942748 1.2 0.8 -0.3 -0.33
C 6.733674 1.321497 0.089726 -0.2 -0.2 0.0 0.30
C -3.545594 -3.124291 2.083387 -0.1 -1.3 -0.4 -0.16
C -4.515936 0.125711 2.581257 -0.1 0.0 0.5 0.41
C -6.313525 -2.176603 -1.309221 0.5 -0.7 -0.1 -0.30
H 7.571588 4.777718 -0.123850 0.0 0.1 0.0 -0.43
H -0.152412 4.039575 -0.727565 0.4 -0.3 0.4 0.33
H 5.224717 3.716611 4.718911 0.0 0.0 -0.1 0.36
H 2.175160 -0.343133 0.980541 -0.1 0.4 -0.3 0.26
H -3.491528 -3.352978 -0.083406 0.3 0.3 0.2 0.50
H -2.997243 -2.966088 -2.938384 -0.1 0.4 -0.1 0.04
H -0.091046 -2.401092 6.158773 0.0 0.0 -0.1 0.39
H -7.296176 -0.655812 8.339387 0.0 0.0 -0.1 0.33
H -5.965158 0.502848 -2.276356 0.3 -0.5 -0.3 0.07
H -1.909984 2.551856 -1.081074 0.3 0.1 0.4 0.68
H -5.600697 -3.400389 1.250803 0.0 0.0 0.5 0.16
H -0.636759 1.370240 -0.812246 -0.4 0.4 0.0 -0.01
H 1.493954 -5.865316 0.686992 -0.1 -0.1 0.0 0.36
H -2.885753 -3.978339 2.341503 -0.1 0.5 0.0 0.14
H -1.796455 -0.342217 1.943966 -0.8 0.0 -0.4 0.04
H -1.216868 -0.312463 0.314204 -0.5 -0.1 0.2 -0.17
H -1.975022 -2.731228 0.683370 -0.5 0.3 -0.3 0.05
H 8.309362 -2.164273 -3.538909 0.0 0.0 0.0 0.29
H -0.636539 -5.926081 -4.815331 -0.1 0.0 0.0 0.30
H 6.784889 1.492749 1.159396 0.0 0.0 -0.1 -0.04
H -4.892782 -4.850441 2.105701 -0.3 0.5 -0.2 0.49
H -1.155831 1.797462 1.756532 -0.5 -0.1 -0.2 0.58
H -6.951293 -2.865539 -1.842310 0.0 0.6 0.3 0.43
H -6.418109 1.935533 -4.373333 -0.1 0.0 0.0 0.05
H 0.893645 -0.137060 -0.245680 0.2 0.4 0.2 -0.05
H 10.855788 7.912984 1.511194 0.1 0.0 0.0 0.00
H -1.983914 -6.888519 -8.251388 0.0 0.0 0.0 0.00
H 2.162151 4.563594 2.104065 -0.1 0.0 0.0 -0.58
H 2.504861 0.542048 -0.574862 -0.3 -0.3 0.3 0.27
H -0.397210 3.766737 0.991516 0.4 -0.4 -0.1 0.17
H -1.373704 -0.075997 -3.362499 -0.1 0.0 0.2 0.34
H -2.777638 2.176747 1.258922 0.1 -0.3 -0.4 0.45
H -3.394193 -2.404642 2.897240 -0.2 0.1 -0.5 0.11
```
Forces are in eV/Å.


2.
Below is an isolated molecule of C3H3FP2 at a distorted geometry, with properties calculated with ωB97M-V/def2-TZVPD.

Values from the calculation:
Frontier orbital gap (spin up / spin down) (eV): 7.80 / 7.80
Total energy (a.u.): -898.48008
ΔE to the lowest compared entry with this formula, charge and spin (kJ/mol): 347.57
E_LUMO (spin up / spin down) (Eh): -0.03480 / -0.03480
Net charge: 0
2S+1: 1

The geometry in XYZ format:
```
9
Properties=species:S:1:pos:R:3:forces:R:3:mulliken_charge:R:1
P 0.213812 0.613902 -0.185717 2.9 0.1 -0.9 0.18
P -1.359419 -1.391880 -0.044399 -3.2 -1.7 0.7 -0.17
F -2.146432 1.252801 0.745260 -1.0 -1.1 -0.4 -0.19
C -1.499955 0.259683 0.112953 1.2 2.0 1.0 0.35
C 1.550006 1.359558 0.453923 -1.5 -2.0 -1.7 -0.58
C 0.294757 -1.244605 -0.583833 1.2 2.1 1.8 -0.60
H 1.002649 -1.416939 0.234259 0.0 -0.9 -0.1 0.29
H 0.518595 -1.802481 -1.450358 0.6 0.0 -1.2 0.46
H 1.425989 2.369960 0.717911 -0.2 1.4 0.8 0.26
```
Forces are in eV/Å.


- The lowest net charge belongs to which entry?
  C24H33AsBr2Cl36NO6P2S


- total energy of number 2 (C3H3FP2)?
  -898.48008 a.u.